{
  "formula": "C21H64AsF6N14O9",
  "method": "the ωB97M-V functional and the def2-TZVPD basis",
  "fmax_ev_per_a": 9.228,
  "de_lowest_ev": 1.364,
  "multiplicity": 2,
  "total_charge": -2,
  "species": ["As", "F", "F", "F", "F", "F", "F", "C", "O", "N", "N", "H", "H", "H", "H", "C", "O", "N", "N", "H", "H", "H", "H", "C", "O", "N", "N", "H", "H", "H", "H", "C", "O", "N", "N", "H", "H", "H", "H", "C", "O", "N", "N", "H", "H", "H", "H", "C", "C", "C", "O", "C", "N", "H", "H", "H", "H", "H", "H", "H", "H", "H", "H", "H", "C", "C", "C", "O", "C", "N", "H", "H", "H", "H", "H", "H", "H", "H", "H", "H", "H", "C", "C", "C", "O", "C", "N", "H", "H", "H", "H", "H", "H", "H", "H", "H", "H", "H", "C", "C", "C", "O", "C", "N", "H", "H", "H", "H", "H", "H", "H", "H", "H", "H", "H"],
  "coordinates": [[-1.3218, -11.8716, 21.9361], [-2.6077, -11.4278, 20.7500], [-0.7455, -10.1972, 21.9192], [-0.1568, -12.4195, 23.1720], [-1.9506, -13.5140, 21.8352], [-0.2762, -12.2812, 20.4935], [-2.5970, -11.5893, 23.1398], [-1.8122, -14.8692, 18.2825], [-2.7490, -14.1490, 17.9928], [-1.4607, -15.9608, 17.7463], [-1.0868, -14.7766, 19.3844], [-0.6131, -16.4612, 17.9726], [-2.0479, -16.4335, 17.0741], [-0.9192, -13.8869, 19.8321], [-0.4250, -15.5383, 19.4287], [-3.1308, -8.2324, 24.4575], [-1.9025, -8.1188, 24.2722], [-3.7887, -7.4766, 25.3112], [-3.9153, -9.1190, 23.8268], [-4.7938, -7.5750, 25.3286], [-3.1637, -6.8371, 25.7807], [-3.5050, -9.8337, 23.2428], [-4.9204, -9.1334, 23.9246], [1.9571, -11.0248, 25.2440], [2.6566, -10.6009, 26.0963], [2.4245, -11.3427, 24.0401], [0.7397, -11.4056, 25.4389], [3.3838, -11.2040, 23.7562], [1.6993, -11.7798, 23.4895], [0.1580, -11.1939, 26.2370], [0.3080, -11.8173, 24.6239], [1.1544, -8.7072, 18.9800], [0.1361, -8.9710, 18.3694], [2.1203, -8.0422, 18.4857], [1.4511, -9.0140, 20.2092], [3.0370, -8.1370, 18.8988], [2.2082, -7.7938, 17.5107], [0.7761, -9.4448, 20.8248], [2.2390, -8.5347, 20.6209], [-2.8944, -10.7553, 17.4618], [-3.7536, -11.6699, 17.3657], [-1.7432, -10.9501, 17.9664], [-3.0412, -9.4794, 17.0234], [-1.5453, -11.8624, 18.3520], [-1.0483, -10.2256, 18.0770], [-2.1643, -8.9802, 17.0667], [-3.8943, -8.9749, 16.8288], [3.0188, -12.9801, 20.1291], [3.0934, -12.5436, 18.6403], [1.7868, -12.6495, 17.7718], [2.0391, -12.4228, 16.3960], [0.9892, -12.1237, 15.4627], [3.6279, -11.1829, 18.5801], [3.9454, -12.7659, 20.6616], [2.7996, -14.0359, 20.2880], [2.1171, -12.4893, 20.4952], [3.8839, -13.1535, 18.2030], [1.0681, -11.9630, 18.2195], [1.3886, -13.6552, 17.9059], [1.5482, -11.7510, 14.6044], [0.1762, -11.4764, 15.7914], [0.6980, -13.1534, 15.2550], [3.9546, -11.0056, 17.6410], [2.9343, -10.4778, 18.7844], [0.0561, -16.1203, 23.4605], [-1.4088, -16.4139, 23.6973], [-2.0572, -15.3429, 24.5781], [-1.4872, -15.3084, 25.8680], [-1.8097, -14.1524, 26.6608], [-2.2029, -16.3476, 22.5321], [0.2361, -15.0455, 23.4387], [0.3613, -16.5960, 22.5284], [0.5858, -16.5766, 24.2968], [-1.5618, -17.3997, 24.1365], [-3.1055, -15.5982, 24.7327], [-2.0062, -14.3532, 24.1241], [-0.9558, -13.7470, 27.2036], [-2.6153, -14.5851, 27.2540], [-2.1391, -13.2772, 26.1007], [-2.1538, -15.3725, 22.2734], [-1.7552, -16.7524, 21.7222], [0.1032, -5.0402, 22.9000], [-0.2316, -5.2590, 21.3916], [0.6924, -4.3832, 20.5386], [0.5705, -2.9486, 20.7758], [-0.5749, -2.3929, 20.1605], [-0.1074, -6.7167, 21.1061], [-0.3051, -4.1265, 23.3319], [1.1826, -5.1302, 23.0221], [-0.4203, -5.8224, 23.4498], [-1.2891, -5.1883, 21.1372], [0.4817, -4.6197, 19.4957], [1.7032, -4.6695, 20.8291], [-0.5853, -1.3042, 20.1068], [-1.3953, -2.6129, 20.8436], [-0.6817, -2.8491, 19.1763], [-0.2291, -7.3195, 21.9072], [0.7412, -7.0762, 20.6930], [-5.8013, -12.1490, 22.1520], [-5.9506, -12.5567, 20.6985], [-6.3526, -11.3444, 19.9057], [-6.1006, -11.4779, 18.4934], [-6.5950, -10.3789, 17.7505], [-4.6735, -12.9883, 20.1182], [-5.0235, -11.3922, 22.2542], [-5.4127, -12.9533, 22.7766], [-6.6813, -11.5935, 22.4763], [-6.7086, -13.3292, 20.5692], [-5.7258, -10.4822, 20.1332], [-7.3682, -11.0889, 20.2080], [-5.9867, -9.4969, 17.9508], [-7.5726, -10.1115, 18.1517], [-6.4960, -10.5363, 16.6765], [-4.4236, -13.6702, 20.8200], [-3.9953, -12.3315, 20.4770]],
  "forces_ev_per_a": [[-2.0, 0.4, -1.9], [-0.2, 0.8, -0.6], [1.2, 2.8, 0.0], [2.2, -1.3, 2.0], [-0.7, -2.3, 0.0], [1.5, -0.4, -1.6], [-1.2, 0.6, 1.9], [-2.8, 4.1, 2.7], [0.4, -0.2, -0.9], [1.0, -7.2, -5.7], [1.9, 1.0, 2.4], [-0.4, 0.3, -0.1], [0.0, 0.4, 0.0], [0.1, 0.0, 0.4], [0.3, 1.0, 1.0], [2.7, -1.4, -2.0], [-1.5, 0.0, 0.4], [-0.7, 1.5, 1.5], [-0.5, -0.8, -0.9], [0.4, 0.7, 0.7], [-0.9, 0.2, 0.2], [0.3, -0.2, 0.0], [0.4, 0.0, 0.1], [1.3, -0.8, -0.3], [3.1, 2.6, 3.7], [-0.1, -0.5, -2.3], [-4.2, -1.2, 0.2], [-0.6, -0.1, 0.2], [0.8, -0.1, -1.1], [0.7, 0.2, -0.2], [-0.9, 0.0, 0.3], [-3.5, -1.7, 0.0], [-0.7, 0.0, -0.5], [5.8, 4.0, -3.9], [0.2, -1.5, 3.6], [-0.2, 0.1, 0.0], [-0.7, -0.3, 0.1], [-0.4, -0.3, 0.2], [-0.3, -0.4, 0.3], [-5.3, -2.8, -1.2], [1.1, 2.5, -0.5], [4.6, -1.5, 1.5], [0.2, 2.0, -1.0], [-0.3, 0.1, 0.1], [-0.2, -0.2, 0.4], [-0.5, 0.6, 0.0], [0.3, -0.7, 0.2], [-1.4, 0.1, -1.0], [0.4, 0.0, -0.5], [0.2, -0.7, 1.0], [1.3, 1.3, 0.8], [1.2, -1.7, 0.6], [0.7, 0.3, 0.0], [-0.2, 0.4, -0.1], [0.1, -0.2, -0.4], [0.3, 0.3, 0.8], [-0.1, -0.2, -0.5], [-0.2, 0.2, -0.2], [-0.3, -0.3, 0.0], [-0.4, 0.3, -0.1], [0.1, 0.0, 0.2], [-1.2, 0.3, -0.7], [-0.1, 0.1, -0.2], [-0.3, -0.2, 0.2], [0.0, -0.4, 0.7], [-0.1, 0.5, 0.9], [-0.4, -0.2, 1.0], [1.6, 0.7, 0.4], [-0.4, -1.0, -0.7], [-0.9, 0.3, -1.7], [0.1, 0.0, -0.2], [0.2, 0.1, 0.0], [0.5, 0.2, 0.0], [0.2, -0.1, 0.4], [-0.4, 0.0, -0.4], [0.2, 0.0, -0.3], [0.2, -0.7, 0.3], [-0.1, 1.0, 0.8], [-0.4, -0.2, -0.5], [-0.6, 0.6, -0.5], [0.2, -0.6, 0.0], [-1.2, -0.2, -0.7], [0.2, -1.3, 1.3], [-0.8, 0.1, 0.4], [0.7, -0.6, -0.3], [-0.2, -0.8, 0.9], [0.8, 0.3, -0.7], [0.4, 0.4, -0.2], [0.0, 0.1, 0.2], [0.3, -0.2, 0.1], [-0.1, 1.3, 0.4], [0.3, 0.2, -0.3], [0.2, 0.2, -0.3], [0.8, 0.0, -0.1], [-0.7, -0.3, -0.5], [-0.5, 0.2, -0.1], [-0.5, 0.2, 0.4], [0.1, 0.8, -0.2], [0.3, 0.8, -0.1], [1.1, 0.7, -1.0], [0.6, 1.0, -1.1], [-1.8, -0.5, 0.2], [0.9, -0.1, 1.3], [-0.9, -1.2, 1.5], [0.3, 0.0, -0.4], [-0.7, -0.2, 0.2], [-0.5, -0.6, 0.7], [-0.1, -0.2, 0.0], [0.2, 0.2, 0.9], [-0.7, 0.2, -0.6], [0.4, 0.4, 0.2], [-0.6, 0.0, -0.7], [-0.4, -0.5, 0.2], [0.5, -1.4, -0.2], [0.4, 0.9, -0.9]],
  "lowdin_spin": [0.184, 0.083, 0.135, 0.134, 0.092, 0.120, 0.093, 0.001, 0.001, 0.000, 0.003, 0.000, 0.000, 0.003, 0.001, 0.004, 0.004, 0.001, 0.005, 0.000, 0.000, 0.003, 0.001, 0.005, 0.001, 0.007, 0.007, 0.001, 0.005, 0.001, 0.006, 0.002, 0.002, 0.001, 0.006, 0.001, 0.000, 0.006, 0.002, 0.001, 0.001, 0.002, 0.000, 0.002, 0.001, 0.000, 0.000, 0.005, 0.001, 0.002, 0.001, 0.000, 0.000, 0.001, 0.001, 0.004, 0.000, 0.002, 0.001, 0.000, 0.000, 0.000, 0.000, 0.000, 0.004, 0.001, 0.003, 0.001, 0.002, 0.003, 0.004, 0.001, 0.000, 0.000, 0.000, 0.003, 0.000, 0.000, 0.002, 0.003, 0.000, 0.001, 0.001, 0.000, 0.000, 0.000, 0.002, 0.000, 0.000, 0.000, 0.000, 0.000, 0.000, 0.000, 0.000, 0.000, 0.003, 0.000, 0.004, 0.001, 0.001, 0.000, 0.000, 0.003, 0.002, 0.001, 0.000, 0.000, 0.001, 0.000, 0.000, 0.000, 0.000, 0.001, 0.002]
}